(1)
{
  "formula": "C28H91F2NO39P7S2",
  "method": "ωB97M-V/def2-TZVPD",
  "elements": ["N", "S", "O", "O", "F", "S", "O", "O", "F", "C", "O", "H", "H", "H", "H", "C", "O", "H", "H", "H", "H", "C", "O", "H", "H", "H", "H", "C", "O", "H", "H", "H", "H", "C", "O", "H", "H", "H", "H", "C", "O", "H", "H", "H", "H", "C", "O", "H", "H", "H", "H", "C", "O", "P", "O", "O", "C", "O", "C", "H", "H", "H", "H", "H", "H", "H", "H", "H", "C", "O", "P", "O", "O", "C", "O", "C", "H", "H", "H", "H", "H", "H", "H", "H", "H", "C", "O", "P", "O", "O", "C", "O", "C", "H", "H", "H", "H", "H", "H", "H", "H", "H", "C", "O", "P", "O", "O", "C", "O", "C", "H", "H", "H", "H", "H", "H", "H", "H", "H", "C", "O", "P", "O", "O", "C", "O", "C", "H", "H", "H", "H", "H", "H", "H", "H", "H", "C", "O", "P", "O", "O", "C", "O", "C", "H", "H", "H", "H", "H", "H", "H", "H", "H", "C", "O", "P", "O", "O", "C", "O", "C", "H", "H", "H", "H", "H", "H", "H", "H", "H"],
  "positions_angstrom": [[0.65631, 0.84914, -0.51870], [1.38774, -0.06718, 0.41613], [1.02152, -1.49167, 0.57320], [1.87352, 0.58510, 1.61158], [2.74906, -0.15276, -0.39630], [-0.88463, 0.55425, 0.21016], [-1.04669, 0.66006, 1.65252], [-1.64130, -0.42483, -0.53272], [-1.60384, 1.94415, -0.30958], [-2.85545, 3.92736, -2.89402], [-4.14721, 4.45085, -3.09010], [-2.25780, 4.75108, -2.50365], [-2.72095, 3.08940, -2.21005], [-2.51143, 3.55774, -3.86001], [-4.61353, 3.78618, -3.60229], [-2.20662, 5.40452, 0.66733], [-1.41113, 5.86610, 1.71203], [-2.29779, 4.32282, 0.76588], [-3.21046, 5.81043, 0.79235], [-1.73233, 5.63139, -0.28750], [-0.47533, 5.70407, 1.57195], [1.93834, 1.04037, -3.66913], [0.56269, 1.07946, -3.16660], [2.28623, 0.02553, -3.47634], [1.83666, 1.29633, -4.72376], [2.57525, 1.75904, -3.15341], [0.66539, 0.97426, -2.21792], [4.82439, -1.02101, -2.33822], [5.95684, -1.47785, -3.00219], [4.05657, -1.74399, -2.06283], [5.24188, -0.56926, -1.43838], [4.46648, -0.15178, -2.88999], [5.84639, -1.29644, -3.93840], [2.14068, -2.30875, 3.53897], [2.17225, -2.48382, 4.95611], [3.12666, -2.25925, 3.07693], [1.63310, -3.22011, 3.22293], [1.54379, -1.46293, 3.19779], [1.33510, -2.81922, 5.28517], [-3.16018, 2.35876, 2.66958], [-4.13221, 3.28684, 3.12947], [-3.17574, 1.49155, 3.32974], [-3.28401, 2.04030, 1.63452], [-2.19975, 2.83361, 2.87008], [-3.65667, 3.98191, 3.59029], [0.93754, 4.12057, -1.58486], [0.73899, 3.50142, -0.30246], [0.74027, 5.18793, -1.48522], [1.89727, 4.07188, -2.09931], [0.19990, 3.72397, -2.28250], [0.82285, 2.54557, -0.33273], [1.52845, -2.61943, -5.45369], [1.03446, -3.88537, -5.16032], [1.37861, -4.64448, -3.74251], [1.17087, -6.14245, -3.75164], [2.86489, -4.12251, -3.30831], [4.02971, -4.52946, -3.99810], [0.35147, -4.02464, -2.69249], [0.20457, -2.69997, -2.34116], [0.78486, -1.82674, -5.37113], [2.00286, -2.66756, -6.43385], [2.32374, -2.32597, -4.76848], [3.95496, -5.29835, -4.76708], [4.79015, -4.76708, -3.25421], [4.42799, -3.68364, -4.55852], [-0.45424, -2.15980, -3.02106], [1.15034, -2.16783, -2.23892], [-0.35835, -2.68644, -1.40786], [-4.60822, -6.88841, -3.44770], [-4.00533, -5.70546, -3.98316], [-2.44914, -5.41616, -3.65725], [-1.43692, -6.54561, -3.75403], [-2.09079, -4.01964, -4.45297], [-2.04582, -4.15038, -5.89852], [-2.54080, -4.81364, -2.17429], [-3.41269, -3.70795, -1.84222], [-4.94713, -7.39807, -4.34964], [-5.51949, -6.67619, -2.88855], [-3.92149, -7.53377, -2.89997], [-2.06063, -5.20195, -6.18501], [-1.11945, -3.78031, -6.33782], [-2.85258, -3.53247, -6.29279], [-3.95069, -3.88941, -0.91177], [-4.13707, -3.55506, -2.64221], [-2.89609, -2.75778, -1.70660], [4.88214, 2.93951, 4.89579], [4.45894, 3.09968, 3.53089], [4.68874, 4.53352, 2.75337], [6.09185, 4.81898, 2.36990], [3.66222, 4.43351, 1.49411], [4.03417, 3.51186, 0.48405], [3.94063, 5.58621, 3.74949], [2.55151, 5.58105, 3.96953], [3.95133, 2.99780, 5.45996], [5.57615, 3.67829, 5.29659], [5.35538, 1.96398, 5.00760], [3.16077, 2.91118, 0.23015], [4.77124, 2.74175, 0.71154], [4.23700, 3.91290, -0.50899], [2.20199, 6.58313, 3.72101], [2.25192, 5.49669, 5.01415], [2.03884, 4.81386, 3.38926], [4.64815, -0.00722, 2.67694], [5.19413, -0.80351, 3.73046], [6.73368, -1.03662, 3.96160], [7.56614, 0.21131, 3.94589], [6.76257, -1.90270, 5.33304], [5.69924, -2.81229, 5.59940], [7.12014, -2.11291, 2.78857], [8.50135, -2.34057, 2.58471], [4.01460, 0.79705, 3.05091], [4.10912, -0.63562, 1.96795], [5.38164, 0.54500, 2.08945], [5.26273, -2.61239, 6.57797], [6.22089, -3.75758, 5.74913], [4.93594, -2.92497, 4.82948], [9.14931, -1.70707, 3.19045], [8.75381, -2.18680, 1.53556], [8.74285, -3.37218, 2.84075], [-4.71341, -1.19197, 1.28588], [-5.80584, -0.42905, 1.57796], [-6.85170, 0.19700, 0.51373], [-7.46693, -0.78613, -0.39104], [-7.98786, 0.95813, 1.39957], [-7.64805, 1.87112, 2.40400], [-6.03465, 1.45793, -0.18088], [-5.06432, 1.12363, -1.16475], [-4.53983, -1.42964, 0.23636], [-4.64814, -2.03440, 1.97447], [-3.84143, -0.60888, 1.58210], [-8.28870, 2.74210, 2.26589], [-6.60278, 2.17931, 2.38140], [-7.84022, 1.36712, 3.35117], [-4.08167, 1.29515, -0.72534], [-5.07911, 1.89168, -1.93805], [-5.13400, 0.11457, -1.57098], [-6.75841, -3.05906, -3.61453], [-5.82695, -2.88999, -4.71481], [-5.08284, -1.44623, -4.98985], [-5.76130, -0.21299, -4.61025], [-3.64944, -1.58376, -4.21970], [-2.74821, -0.50403, -4.23388], [-4.65148, -1.51355, -6.58557], [-5.64747, -1.65209, -7.56804], [-6.52073, -4.03317, -3.18707], [-7.79909, -3.16409, -3.92124], [-6.68013, -2.23278, -2.90797], [-1.77326, -0.82433, -4.60125], [-2.56671, -0.02731, -3.27060], [-3.10062, 0.25847, -4.92849], [-6.66932, -1.73793, -7.19851], [-5.50188, -2.60887, -8.06952], [-5.70875, -0.88292, -8.33792], [0.74976, 2.52295, 3.96518], [0.87178, 3.07751, 5.25606], [0.63229, 2.22432, 6.64529], [-0.61848, 1.40992, 6.66796], [2.05846, 1.41264, 6.81280], [2.26610, 0.22701, 6.18609], [0.78984, 3.27635, 7.85695], [1.77053, 4.29762, 7.82064], [0.24915, 3.16775, 3.24288], [0.34779, 1.50977, 3.96674], [1.72769, 2.53290, 3.48389], [2.61808, -0.38298, 7.01802], [3.10057, 0.35073, 5.49584], [1.45377, -0.21710, 5.61075], [2.55131, 3.95489, 8.49962], [1.43874, 5.27626, 8.16745], [2.21713, 4.37253, 6.82915]],
  "multiplicity": 2,
  "e_homo_ev": [1.2, -4.3],
  "s_squared": 0.752,
  "orbital_gap_ev": [2.12, 7.64],
  "charge": -2
}

(2)
{
  "formula": "C29H13Cl69F6NO8PS",
  "method": "ωB97M-V/def2-TZVPD",
  "elements": ["C", "C", "C", "N", "C", "C", "C", "Cl", "P", "O", "O", "S", "O", "O", "O", "C", "C", "O", "C", "F", "F", "C", "F", "F", "C", "F", "F", "C", "O", "O", "H", "H", "H", "H", "H", "H", "H", "H", "H", "H", "H", "H", "H", "C", "Cl", "Cl", "Cl", "Cl", "C", "Cl", "Cl", "Cl", "Cl", "C", "Cl", "Cl", "Cl", "Cl", "C", "Cl", "Cl", "Cl", "Cl", "C", "Cl", "Cl", "Cl", "Cl", "C", "Cl", "Cl", "Cl", "Cl", "C", "Cl", "Cl", "Cl", "Cl", "C", "Cl", "Cl", "Cl", "Cl", "C", "Cl", "Cl", "Cl", "Cl", "C", "Cl", "Cl", "Cl", "Cl", "C", "Cl", "Cl", "Cl", "Cl", "C", "Cl", "Cl", "Cl", "Cl", "C", "Cl", "Cl", "Cl", "Cl", "C", "Cl", "Cl", "Cl", "Cl", "C", "Cl", "Cl", "Cl", "Cl", "C", "Cl", "Cl", "Cl", "Cl", "C", "Cl", "Cl", "Cl", "Cl"],
  "positions_angstrom": [[5.24920, 2.88415, 0.00582], [4.40928, 2.56104, -1.31714], [4.57958, 3.57778, -2.57208], [3.54763, 1.56541, -1.48552], [4.25825, 0.22884, -1.60484], [5.06242, 0.27143, -2.99055], [5.70100, -1.18775, -3.27849], [6.53592, -1.19843, -4.92750], [7.07082, -1.67187, -1.99856], [6.43439, -2.78375, -0.84866], [7.44898, -0.27061, -1.04068], [4.29424, -2.39902, -3.26594], [3.40670, -2.35119, -4.47334], [4.93341, -3.78038, -3.25527], [3.51179, -2.24046, -1.79409], [3.09984, -0.87907, -1.51299], [1.85973, -0.34812, -2.38048], [1.93281, 0.07796, -3.56541], [0.36577, -0.27277, -1.73697], [-0.12946, -1.59914, -1.71040], [0.53386, 0.29167, -0.41685], [-0.58353, 0.76407, -2.52935], [-0.95016, 0.31554, -3.82893], [0.07107, 2.04830, -2.54933], [-1.99518, 1.04337, -1.75005], [-2.29423, 0.05298, -0.78238], [-3.04442, 0.97271, -2.73468], [-1.96533, 2.54111, -1.10923], [-1.33504, 2.82249, -0.06492], [-2.67282, 3.60810, -1.73634], [5.94200, 2.04510, 0.34834], [4.47164, 3.01988, 0.85368], [5.75939, 3.89908, -0.12258], [5.33656, 4.40379, -2.35778], [3.53418, 4.00475, -2.79526], [4.92010, 3.01882, -3.52542], [4.93505, 0.07851, -0.68349], [4.44093, 0.54992, -3.90519], [5.95792, 1.00439, -2.97950], [7.13760, -3.41265, -0.55944], [7.14062, -0.43383, -0.11128], [2.74422, -0.87636, -0.41203], [-2.14491, 3.88786, -2.52608], [-5.69351, 2.54235, 0.93453], [-7.28368, 1.75362, 0.89250], [-4.48013, 1.46272, 0.21112], [-5.76178, 4.05978, 0.01351], [-5.25022, 2.89259, 2.61740], [-10.48193, 3.39231, 3.36938], [-11.27278, 4.74405, 2.52844], [-10.61687, 3.62687, 5.12562], [-11.26896, 1.86486, 2.91472], [-8.76734, 3.33237, 2.91116], [3.23726, 6.53618, -4.84922], [4.72313, 5.74719, -5.42144], [2.52803, 5.57753, -3.53092], [3.62271, 8.16500, -4.25485], [2.07565, 6.65292, -6.18766], [7.54191, -6.35445, -4.83562], [5.96920, -7.01735, -4.34458], [8.76934, -6.78209, -3.62345], [8.00383, -7.03121, -6.41289], [7.42790, -4.58698, -4.95901], [-10.85895, 8.66364, 4.20252], [-11.24760, 9.61890, 5.64956], [-9.36971, 9.28898, 3.46229], [-10.62432, 6.96350, 4.65951], [-12.19519, 8.78361, 3.03711], [8.00336, -0.04194, 3.16187], [9.17884, -1.23305, 3.75510], [6.93310, -0.81176, 1.96620], [7.03332, 0.56254, 4.52064], [8.86347, 1.31183, 2.39842], [7.40453, -5.15955, 4.46999], [5.83129, -5.54409, 5.20023], [7.89540, -6.48204, 3.39102], [7.27244, -3.65326, 3.53637], [8.61895, -4.95765, 5.75142], [0.19791, -1.52034, -7.23982], [-0.20485, -0.56990, -5.79438], [1.69252, -0.89036, -7.96593], [0.43326, -3.22107, -6.78346], [-1.12907, -1.40062, -8.41738], [9.82740, -9.92464, 4.44121], [11.05333, -8.72589, 4.90669], [10.49584, -11.55968, 4.62848], [8.39868, -9.74561, 5.48182], [9.36130, -9.66620, 2.74601], [-14.23177, 1.50417, 0.33153], [-13.37564, 2.82469, 1.15400], [-14.04640, 1.68258, -1.42733], [-13.54690, -0.05428, 0.84378], [-15.95628, 1.56084, 0.75439], [-19.17131, 2.27556, -1.55722], [-19.97288, 3.61618, -2.40400], [-19.30742, 2.51849, 0.19817], [-19.94999, 0.74261, -2.00464], [-17.45642, 2.22491, -2.01685], [-2.06435, 2.72394, 5.34721], [-1.79245, 1.46567, 6.57222], [-2.22491, 1.96869, 3.74882], [-3.55307, 3.61496, 5.73370], [-0.68734, 3.84721, 5.33729], [12.05130, -7.10299, -1.08299], [10.94647, -7.55589, 0.23280], [11.91288, -8.28375, -2.40395], [11.62388, -5.48609, -1.68418], [13.72104, -7.08587, -0.47618], [-5.40224, -0.92984, 3.65118], [-4.26106, -0.10741, 4.73826], [-4.75387, -0.91617, 1.99386], [-5.62038, -2.60995, 4.18907], [-6.96791, -0.09157, 3.68701], [-9.29547, 1.78468, 8.57630], [-10.86239, 1.12610, 9.09346], [-8.05232, 1.36608, 9.77443], [-8.85369, 1.09438, 6.99993], [-9.41272, 3.55329, 8.43882], [1.26280, -0.61568, 9.00032], [2.02777, -2.04904, 8.28138], [2.06782, -0.22107, 10.53414], [1.41032, 0.75743, 7.88326], [-0.45610, -0.95027, 9.30231], [1.79802, -2.95269, -11.52504], [0.22534, -3.61109, -11.02638], [3.02761, -3.37543, -10.31376], [2.25620, -3.64012, -13.09850], [1.68293, -1.18398, -11.66290]],
  "multiplicity": 1,
  "e_homo_ev": -8.8,
  "orbital_gap_ev": 8.11
}

(3)
{
  "formula": "C29H14BrCl2F5HfN5O3Se",
  "method": "ωB97M-V/def2-TZVPD",
  "elements": ["Hf", "Cl", "C", "C", "C", "N", "C", "O", "C", "C", "C", "C", "C", "N", "C", "C", "C", "Cl", "N", "C", "O", "C", "C", "C", "C", "C", "N", "H", "H", "H", "H", "H", "H", "H", "H", "H", "H", "O", "C", "C", "C", "N", "C", "Br", "C", "H", "H", "H", "H", "F", "C", "C", "F", "C", "F", "C", "Se", "C", "F", "C", "F"],
  "positions_angstrom": [[-0.03523, -0.12339, 0.66912], [3.94005, 0.57005, -4.87635], [2.80089, 0.93656, -3.63758], [2.87319, 0.23200, -2.44010], [1.94907, 0.49368, -1.44635], [1.85853, -0.18727, -0.20328], [2.97849, -0.52492, 0.49966], [4.12817, -0.46793, 0.12787], [2.66692, -0.94996, 1.91942], [3.65517, -1.55089, 2.67502], [3.35813, -1.94999, 3.96670], [2.07816, -1.73355, 4.45515], [1.14717, -1.12748, 3.63620], [1.42537, -0.72837, 2.38812], [0.94813, 1.46180, -1.64718], [0.88534, 2.16968, -2.83329], [1.81858, 1.90087, -3.82885], [1.71346, 2.77473, -5.30960], [0.08527, 1.59297, -0.53637], [-0.66796, 2.68572, -0.26656], [-1.02226, 3.56646, -1.02318], [-1.01425, 2.76462, 1.20902], [-1.59342, 3.91158, 1.71218], [-1.76776, 4.02464, 3.08288], [-1.34513, 2.98861, 3.89947], [-0.79672, 1.86150, 3.31532], [-0.64363, 1.73213, 1.99325], [3.64472, -0.50809, -2.29718], [4.62831, -1.68712, 2.22572], [4.10763, -2.42978, 4.58100], [1.79429, -2.03717, 5.45211], [0.13438, -0.97928, 3.98494], [0.12566, 2.91840, -2.99374], [-1.86529, 4.69513, 1.01947], [-2.20594, 4.91667, 3.50950], [-1.43351, 3.04331, 4.97468], [-0.46424, 1.03758, 3.92801], [-6.44680, 0.01776, -0.38360], [-5.12359, 0.05982, -0.24623], [-4.25890, 0.57997, -1.21131], [-2.90740, 0.56848, -0.96404], [-2.37580, 0.07524, 0.16946], [-3.22727, -0.40529, 1.07026], [-2.40867, -1.07969, 2.64392], [-4.59043, -0.44855, 0.94145], [-6.72788, 0.37578, -1.23623], [-4.63224, 0.98777, -2.14078], [-2.20792, 0.96690, -1.68610], [-5.23075, -0.85846, 1.70747], [1.83974, -3.14502, -5.12799], [1.35871, -3.08665, -3.89582], [1.61751, -4.10902, -2.99296], [2.34691, -5.14930, -3.37198], [1.12695, -4.03814, -1.69533], [1.40858, -5.03080, -0.85531], [0.37231, -2.95677, -1.26990], [-0.31561, -2.78304, 0.49849], [0.13078, -1.96932, -2.20274], [-0.58568, -0.87347, -1.80010], [0.59895, -1.99524, -3.49818], [0.34878, -0.99643, -4.33766]],
  "multiplicity": 1,
  "e_homo_ev": -10.5,
  "orbital_gap_ev": 6.70,
  "e_above_lowest_kj_mol": 3.1,
  "charge": 1
}

Max |F|, respectively: 0.1245, 0.1522, 0.0211 hartree/bohr.